Entry 1:
DFT (ωB97M-V with the def2-TZVPD basis set) results for a cluster of 6 separate species, C12H36O12 in total at a distorted geometry.

The geometry in XYZ format:
```
60
Properties=species:S:1:pos:R:3:forces:R:3:lowdin_spin:R:1
C 0.153614 -0.247032 0.526756 -0.651 -0.624 0.821 0.075
C 1.271834 -0.700932 -0.472414 0.355 0.574 -0.965 0.075
O 0.864874 -0.379942 -1.793594 0.750 0.073 1.280 0.216
O -1.021686 -1.020532 0.441686 0.799 0.118 0.133 0.117
H -0.082726 0.782598 0.258206 0.232 0.378 -0.031 0.013
H 0.413844 -0.349902 1.580226 0.713 0.317 -0.202 0.001
H 1.455224 -1.773272 -0.404894 -0.299 -0.264 0.380 0.020
H 2.218104 -0.192652 -0.287174 -0.220 0.153 0.223 0.001
H 0.035094 -0.849462 -1.905944 -0.687 -0.202 -0.931 0.002
H -1.256376 -1.117672 -0.484104 -0.807 -0.145 -0.658 0.001
C -3.974516 2.689098 -1.657384 2.886 0.774 0.815 0.000
C -2.854906 2.409428 -0.645564 1.273 0.177 1.185 0.007
O -1.587996 3.191968 -0.840034 -1.585 -0.614 -1.114 0.078
O -4.325126 4.038998 -1.396834 -0.670 -0.507 -0.433 0.000
H -4.731556 1.921438 -1.497134 -0.357 0.261 -0.151 0.000
H -3.473786 2.621428 -2.623204 -0.512 -0.247 -0.437 0.000
H -2.530696 1.369658 -0.602434 -0.226 -0.363 -0.438 0.004
H -3.246496 2.588288 0.355826 0.058 0.327 0.050 0.002
H -1.019686 3.231548 -0.067334 -0.587 -0.188 0.515 -0.001
H -4.531766 4.430968 -2.248454 -0.181 0.294 0.085 0.000
C 2.464454 3.212108 -1.521684 1.241 1.938 -0.363 0.051
C 1.544454 4.362598 -2.068744 -0.336 0.007 0.494 0.051
O 1.988204 5.064488 -3.202254 -0.160 -1.246 -0.130 0.085
O 3.724124 3.765338 -1.075604 -1.384 -0.685 0.176 0.103
H 2.694184 2.557908 -2.362714 -0.414 -0.445 -0.014 0.011
H 1.923324 2.755158 -0.693144 0.393 -0.109 -0.013 0.001
H 1.412064 5.124948 -1.301024 0.110 -0.249 0.688 0.013
H 0.580904 3.871428 -2.204524 -0.130 0.320 -0.696 0.000
H 2.929974 5.221168 -3.101574 0.115 0.471 -0.083 0.001
H 4.121094 4.183588 -1.843124 0.431 -0.079 -0.062 0.001
C -1.242936 -2.939042 -2.529884 -0.907 -2.344 0.778 0.000
C -2.339736 -3.958022 -2.064324 0.342 0.557 -0.963 0.000
O -3.455366 -3.841182 -2.925604 -0.134 -0.011 -0.002 0.000
O -1.607436 -1.603812 -2.174284 0.571 -0.153 0.173 0.000
H -1.072596 -3.038512 -3.601884 -0.186 0.110 -0.003 0.000
H -0.354406 -3.321522 -2.027554 0.408 1.001 0.253 0.000
H -2.657796 -3.838662 -1.028614 0.291 0.415 0.214 0.000
H -1.973316 -4.982182 -2.134494 0.123 0.077 -0.294 0.000
H -3.862686 -2.992372 -2.737954 -0.448 -0.098 -0.027 0.000
H -2.418516 -1.392772 -2.642484 -0.034 0.297 -0.157 0.000
C 4.708014 -3.801622 2.272216 -0.041 -0.282 -1.002 0.000
C 4.650754 -2.448842 1.583536 -1.153 0.234 -0.013 0.000
O 3.510804 -1.656322 1.946266 -0.243 -0.139 0.288 0.002
O 5.500504 -3.746132 3.419726 0.056 0.250 0.441 0.000
H 5.179964 -4.504412 1.585596 -0.195 -0.249 -0.324 0.000
H 3.717104 -4.188042 2.510736 -0.048 0.061 0.124 0.000
H 4.513494 -2.533652 0.505546 0.776 -0.175 -0.085 0.000
H 5.537704 -1.900472 1.900896 0.268 0.121 -0.544 0.000
H 3.154564 -2.055322 2.743436 -0.113 0.240 0.269 0.000
H 6.294724 -3.355692 3.047736 0.604 -0.040 0.763 0.000
C -2.943236 -0.066422 3.291416 0.350 0.358 0.771 0.009
C -1.598656 -0.460812 3.959006 -0.614 0.961 0.025 0.003
O -0.768686 0.712218 4.259816 -0.822 -1.171 -0.698 0.004
O -2.764386 0.611438 2.089576 0.088 0.891 -0.711 0.049
H -3.503596 0.605588 3.941416 0.167 0.158 0.113 0.001
H -3.631786 -0.892602 3.114156 0.336 -0.683 0.246 0.005
H -1.059686 -1.096652 3.256646 0.240 -0.053 0.090 0.000
H -1.863946 -1.043222 4.841346 0.346 0.021 0.154 0.000
H -0.659696 0.832078 5.206046 -0.195 -0.203 0.061 0.000
H -2.147216 0.134208 1.530156 0.019 -0.364 -0.061 -0.001
```
Forces are in eV/Å.

The spin multiplicity is 2. The net charge is +1. The HOMO energy (spin up / spin down) comes out at -0.4610 / -0.4465 Ha. The max |F| is 3.10 eV Å⁻¹. For the HOMO-LUMO gap (spin up / spin down), the calculation gives 0.3709 / 0.0948 Eh. Its expectation value of S² is 0.75.

---

Entry 2:
DFT (ωB97M-V with the def2-TZVPD basis set) results for an isolated molecule of C22H34N4O2.

The geometry in XYZ format:
```
62
Properties=species:S:1:pos:R:3:forces:R:3:lowdin_charge:R:1
C 3.754680 -1.306785 1.682171 0.070 0.293 -0.219 -0.066
C 4.435343 -0.077601 1.087931 0.159 -0.280 0.364 -0.235
O 3.762087 0.440258 -0.044786 -0.255 0.249 -0.196 -0.079
C 2.569179 1.076379 0.097641 -0.098 0.040 -0.125 -0.263
C 1.936125 1.441424 -1.092333 0.122 -0.119 0.037 0.005
C 0.729244 2.106352 -1.071838 0.099 0.051 0.174 -0.050
C 0.102370 2.415840 0.131581 0.016 0.169 0.108 -0.225
C -1.257701 3.071610 0.162528 0.064 -0.005 0.041 -0.128
N -2.418029 2.190151 0.102921 0.029 0.219 -0.078 -0.149
C -2.740304 1.613044 -1.190339 -0.022 -0.252 -0.248 -0.140
C -2.070302 0.265863 -1.470404 -0.021 0.214 0.000 -0.167
N -2.376839 -0.652492 -0.390545 -0.186 0.034 -0.001 -0.144
C -1.932165 -2.013379 -0.664185 -0.020 0.065 -0.094 -0.138
C -0.462510 -2.181795 -0.907203 0.077 -0.026 -0.173 -0.157
C 0.214640 -1.982749 -2.093816 -0.060 -0.099 0.302 -0.023
N 1.515950 -2.245874 -1.868467 -0.698 0.248 0.017 -0.154
C 2.568545 -2.258598 -2.854891 0.526 -0.198 -0.269 -0.187
C 3.937564 -2.095438 -2.213964 -0.188 0.003 -0.086 -0.079
N 1.723102 -2.612221 -0.606716 0.491 -0.271 0.385 0.125
C 0.546647 -2.572048 -0.000002 -0.113 0.061 -0.392 -0.296
C 0.407573 -2.930145 1.437763 0.038 0.074 -0.071 -0.029
C -1.857312 -0.123876 0.855748 0.163 0.196 0.099 -0.135
C -2.535601 1.217170 1.184434 -0.232 -0.448 0.296 -0.280
C -4.012805 0.989724 1.544611 0.122 0.493 0.042 -0.130
C -4.715414 2.284263 1.960995 0.066 -0.328 0.227 -0.270
O -4.893531 3.185492 0.900661 -0.171 0.344 -0.376 -0.080
C 0.754302 2.079726 1.309078 -0.096 0.143 -0.229 -0.047
C 1.970968 1.419899 1.304012 0.299 -0.185 0.104 -0.010
H 3.449504 -1.980217 0.883918 0.040 -0.052 0.004 0.048
H 4.445544 -1.818675 2.346491 0.078 -0.050 0.120 0.079
H 2.866344 -1.034840 2.245291 -0.104 -0.033 0.083 0.059
H 4.571592 0.706520 1.844109 0.036 -0.028 -0.117 0.118
H 5.420081 -0.352059 0.698604 -0.104 0.085 0.111 0.123
H 2.420544 1.198511 -2.025504 0.082 -0.027 -0.119 0.117
H 0.267598 2.395999 -2.005705 -0.057 0.010 -0.102 0.117
H -1.346788 3.767967 -0.676869 0.012 0.023 0.092 0.126
H -1.350838 3.649255 1.089387 0.042 0.026 -0.101 0.128
H -3.824748 1.466226 -1.223364 0.041 0.007 -0.113 0.121
H -2.473468 2.328613 -1.970954 -0.043 0.028 0.008 0.123
H -0.982193 0.398753 -1.587418 -0.168 -0.075 -0.050 0.095
H -2.472204 -0.145035 -2.400501 0.013 0.020 -0.052 0.127
H -2.237249 -2.629217 0.186326 -0.032 -0.049 -0.089 0.120
H -2.482846 -2.351942 -1.548379 -0.006 -0.069 0.120 0.124
H -0.139998 -1.689150 -3.062103 -0.055 0.067 -0.229 0.129
H 2.527295 -3.207477 -3.406801 -0.015 0.163 0.026 0.121
H 2.374994 -1.445817 -3.561927 -0.032 -0.110 0.076 0.118
H 3.985427 -1.162076 -1.660732 0.046 0.039 0.042 0.052
H 4.704678 -2.095031 -2.983746 0.061 -0.018 -0.096 0.075
H 4.122208 -2.916278 -1.527230 0.079 -0.033 0.045 0.070
H 1.313101 -3.425037 1.777089 0.025 -0.055 0.078 0.075
H -0.442182 -3.595538 1.582044 -0.025 -0.053 0.096 0.077
H 0.247162 -2.038168 2.043044 -0.021 0.029 0.108 0.068
H -0.763982 0.017535 0.808664 -0.085 -0.106 0.033 0.114
H -2.078522 -0.837827 1.652773 0.025 -0.003 0.051 0.126
H -2.038152 1.643919 2.062972 -0.013 -0.005 -0.035 0.143
H -4.060482 0.285106 2.376024 -0.010 -0.107 0.028 0.118
H -4.530940 0.545884 0.695796 -0.076 -0.081 0.019 0.114
H -4.140676 2.761692 2.772424 -0.082 -0.082 0.029 0.114
H -5.716276 2.060092 2.341486 0.121 -0.005 0.070 0.114
H -4.040194 3.226643 0.436326 0.024 -0.111 0.062 0.055
H 0.307602 2.337426 2.259545 -0.059 0.037 0.091 0.115
H 2.442257 1.190046 2.246336 0.081 -0.065 0.064 0.105
```
Forces are in eV/Å.

The net charge is 0. The HOMO energy comes out at -0.2938 Ha. The max |F| is 0.74 eV Å⁻¹. For the HOMO-LUMO gap, the calculation gives 0.3208 Eh. The SMILES is CCOc1ccc(CN2CCN(Cc3cn(CC)nc3C)C[C@@H]2CCO)cc1.

---

Q: Which value of net charge does entry 2 give?
A: 0